Record 1
{
  "formula": "C6H10Cl9NO",
  "method": "ωB97M-V/def2-TZVPD",
  "elements": ["C", "Cl", "Cl", "Cl", "H", "C", "Cl", "Cl", "Cl", "H", "C", "Cl", "Cl", "Cl", "H", "C", "O", "N", "C", "C", "H", "H", "H", "H", "H", "H", "H"],
  "xyz": [[-0.57003, 0.47461, -2.69403], [-0.15331, 1.78842, -3.80177], [-0.40897, -1.13352, -3.40550], [-2.20213, 0.78437, -2.05732], [0.18280, 0.46984, -1.90578], [-5.00916, 0.03768, 0.42901], [-6.43234, 0.40065, -0.60361], [-4.93558, -1.71569, 0.75215], [-5.06833, 0.84836, 1.97237], [-4.05476, 0.37371, 0.02364], [3.87074, 0.44185, -2.30055], [3.28382, 1.68729, -3.47713], [2.62567, -0.77440, -1.92895], [4.44324, 1.17972, -0.82254], [4.74724, -0.04087, -2.73279], [-0.53070, -0.68518, 1.25706], [-0.65939, -1.21012, 0.18639], [0.64038, -0.54071, 1.88274], [1.91319, -0.97116, 1.21491], [0.74244, 0.33456, 3.02810], [-1.35079, -0.24270, 1.84346], [2.18088, -0.01434, 0.76665], [1.80755, -1.78350, 0.49584], [2.64135, -1.36520, 1.92385], [1.58163, 0.99199, 2.80083], [-0.20507, 0.85040, 3.18377], [0.91966, -0.18608, 3.96917]],
  "homo_ha": [0.0072, -0.2322],
  "s2": 0.7527,
  "total_charge": -1,
  "orbital_gap_ev": [1.97, 8.48],
  "lumo_energy_ev": [2.1627, 2.1562],
  "multiplicity": 2
}

---

Record 2
{
  "formula": "C6H10ClN",
  "method": "ωB97M-V/def2-TZVPD",
  "elements": ["C", "C", "C", "C", "C", "C", "N", "Cl", "H", "H", "H", "H", "H", "H", "H", "H", "H", "H"],
  "xyz": [[-0.78954, 1.11556, -1.29606], [-1.71891, 0.85993, -0.12033], [-1.33029, -0.44433, 0.65651], [0.19668, -0.50966, 0.72512], [0.74980, -0.61480, -0.71155], [2.29940, -0.65198, -0.55277], [0.18353, 0.36713, -1.62416], [0.33707, -2.18240, -1.50154], [-1.04571, 1.88427, -2.05724], [-1.80383, 1.77361, 0.53030], [-2.84995, 0.70358, -0.37313], [-1.91376, -0.33692, 1.62648], [-1.57496, -1.31309, 0.04134], [0.62059, 0.42843, 1.13176], [0.57846, -1.37537, 1.27358], [2.57446, -1.10423, -1.53917], [2.51526, -1.29681, 0.31232], [2.70380, 0.46195, -0.41822]],
  "homo_ha": [-0.1967, -0.3755],
  "s2": 2.0062,
  "e_above_lowest_kj_mol": 0.00,
  "total_charge": 0,
  "orbital_gap_ev": [6.31, 7.93],
  "lumo_energy_ev": [0.9538, -2.2886],
  "multiplicity": 3
}

---

Record 3
{
  "formula": "C6H10ClNO3",
  "method": "ωB97M-V/def2-TZVPD",
  "elements": ["C", "C", "C", "C", "C", "C", "N", "O", "O", "O", "Cl", "H", "H", "H", "H", "H", "H", "H", "H", "H", "H"],
  "xyz": [[-1.82651, -0.89049, -1.10456], [1.15543, -1.41541, 0.17521], [1.31693, 0.99092, 0.98788], [0.46261, 0.47180, -1.38112], [-0.91132, -0.19099, 0.64532], [0.47151, -0.02660, 0.03775], [-1.58239, 0.94418, 1.14777], [-1.39821, -1.86020, -1.54070], [-2.29800, 0.75786, 2.09572], [-1.47204, 2.01128, 0.54597], [-2.95672, 0.20115, -1.72416], [0.57027, -2.07818, -0.53979], [1.21679, -1.59951, 1.28148], [2.20967, -1.39112, -0.09441], [0.92770, 2.02419, 0.73735], [1.17974, 0.58607, 1.92292], [2.31921, 0.84761, 0.55859], [-0.30966, 1.21533, -1.54828], [0.37384, -0.45629, -1.92453], [1.50366, 0.91721, -1.68240], [-0.95250, -1.05882, 1.40398]],
  "homo_ha": -0.3609,
  "e_above_lowest_kj_mol": 360.18,
  "total_charge": 0,
  "orbital_gap_ev": 9.01,
  "lumo_energy_ev": -0.8101
}